Entry from the OMol25 dataset: C5H13NS in the gas phase (wB97M-V/def2-TZVPD).

Each line ends with the Löwdin charge.
Positions of all 20 atoms, in Å:
C: 2.649 0.133 -0.544  -0.09
C: 1.344 0.697 -1.106  -0.26
N: 0.213 -0.252 -0.908  -0.06
C: -0.500 -0.103 0.355  -0.50
C: -1.384 1.149 0.314  -0.07
C: -1.367 -1.357 0.509  -0.54
S: -2.212 -1.502 2.116  0.70
H: 2.434 -0.396 0.374  0.06
H: 3.108 -0.545 -1.273  0.07
H: 3.390 0.905 -0.334  0.07
H: 1.354 0.941 -2.166  0.10
H: 1.096 1.597 -0.550  0.09
H: 0.653 -1.166 -0.922  0.09
H: 0.163 -0.043 1.228  0.13
H: -0.786 2.014 0.045  0.06
H: -2.247 0.955 -0.318  0.08
H: -1.749 1.334 1.319  0.06
H: -2.121 -1.361 -0.280  0.08
H: -0.786 -2.270 0.359  0.07
H: -3.252 -0.728 1.782  -0.15

Gap between HOMO and LUMO in Ha: 0.366
F_max in eV Å⁻¹: 1.08
HOMO level in eV: -8.97
Structure (SMILES): CCN[C@@H](C)CS
LUMO level in eV: 0.9842
Total charge: 0


Entry from the OMol25 dataset: C5H13NS in the gas phase (wB97M-V/def2-TZVPD).

Each line ends with the Löwdin charge.
Positions of all 20 atoms, in Å:
C: 0.122 0.866 3.369  -0.42
S: 0.222 1.419 1.653  0.83
C: -1.007 0.400 0.855  -0.53
C: -0.638 0.382 -0.590  -0.31
C: 0.639 -0.399 -1.092  -0.45
C: 0.817 -0.102 -2.586  -0.09
N: 0.301 -1.819 -0.792  0.02
H: 0.092 1.782 3.979  0.03
H: 0.919 0.167 3.612  0.03
H: -0.845 0.400 3.611  0.04
H: -0.937 -0.628 1.259  0.08
H: -2.060 0.676 0.977  0.09
H: -0.429 1.374 -1.047  0.10
H: -1.418 0.053 -1.282  0.11
H: 1.564 -0.160 -0.570  0.11
H: 0.977 0.980 -2.693  0.08
H: 0.019 -0.567 -3.188  0.08
H: 1.671 -0.571 -3.073  0.07
H: 0.699 -2.388 -1.538  0.06
H: -0.707 -1.866 -0.864  0.05

Gap between HOMO and LUMO in Ha: 0.349
F_max in eV Å⁻¹: 3.51
HOMO level in eV: -8.41
Structure (SMILES): CSCC[C@H](C)N
LUMO level in eV: 1.0716
Total charge: 0


Entry from the OMol25 dataset: a gas-phase ion, C5H13NS (charge +1) (wB97M-V/def2-TZVPD).

Each line ends with the Löwdin charge.
Positions of all 20 atoms, in Å:
C: -1.305 1.311 0.601  -0.22
C: -2.314 0.632 -0.286  -0.45
S: -2.886 -1.013 0.202  1.15
C: -0.128 0.385 0.987  -0.25
N: 0.455 -0.219 -0.207  -0.07
C: 1.882 -0.568 -0.051  -0.27
C: 2.541 -0.814 -1.394  -0.09
H: -0.926 2.136 0.047  0.12
H: -1.714 1.695 1.532  0.12
H: -1.848 0.330 -1.231  0.09
H: -3.195 1.237 -0.517  0.12
H: -3.060 -0.894 1.540  -0.03
H: -0.532 -0.324 1.726  0.11
H: 0.541 1.017 1.534  0.12
H: -0.066 -1.083 -0.347  0.09
H: 2.003 -1.466 0.570  0.12
H: 2.364 0.246 0.488  0.11
H: 2.249 -0.052 -2.109  0.08
H: 2.310 -1.768 -1.796  0.06
H: 3.628 -0.787 -1.290  0.08

Gap between HOMO and LUMO (spin up / spin down) in Ha: 0.337 / 0.140
F_max in eV Å⁻¹: 1.53
HOMO level (spin up / spin down) in eV: -12.97 / -12.92
LUMO level (spin up / spin down) in eV: -3.7939 / -9.1270
Multiplicity: 2
Total charge: +1


Entry from the OMol25 dataset: 3 unconnected molecules or ions with the total composition C5H13NS (wB97M-V/def2-TZVPD).

Each line ends with the Löwdin charge.
Positions of all 20 atoms, in Å:
C: -0.478 -0.179 -3.442  -0.19
C: -0.367 0.597 -2.153  -0.64
S: -1.826 0.098 -1.098  0.70
H: -1.404 0.087 -3.969  0.08
H: -0.517 -1.258 -3.267  0.07
H: 0.355 0.050 -4.115  0.09
H: -0.415 1.665 -2.388  0.07
H: 0.577 0.405 -1.618  0.05
C: 2.098 -0.690 2.020  -0.05
C: 0.676 -0.556 1.623  -0.03
C: -0.304 -0.117 2.467  -0.10
N: -1.607 -0.009 2.097  0.14
H: 2.377 -0.374 3.028  0.10
H: 2.432 -1.732 1.903  0.11
H: 2.712 -0.117 1.301  0.11
H: 0.490 -0.569 0.546  0.09
H: -0.030 0.282 3.452  0.15
H: -1.712 0.023 1.046  -0.08
H: -2.007 0.874 2.438  0.14
H: -1.050 1.518 0.130  0.17

Gap between HOMO and LUMO (spin up / spin down) in Ha: 0.297 / 0.225
F_max in eV Å⁻¹: 4.64
HOMO level (spin up / spin down) in eV: -13.35 / -13.35
LUMO level (spin up / spin down) in eV: -5.2679 / -7.2290
Multiplicity: 2
Total charge: +1


Entry from the OMol25 dataset: a gas-phase ion, C5H13NS2 (charge +1) (wB97M-V/def2-TZVPD).

Each line ends with the Löwdin charge.
Positions of all 21 atoms, in Å:
S: 2.367 2.592 -1.245  0.38
S: 1.338 1.551 -2.678  0.50
C: -0.344 1.692 -2.063  -0.57
C: -0.587 1.045 -0.718  -0.23
C: -0.089 -0.440 -0.716  -0.20
N: -0.602 -1.149 0.387  0.13
C: 0.115 -1.215 1.663  -0.18
C: -0.514 -2.204 2.627  -0.05
H: 2.746 3.655 -1.971  -0.17
H: -0.597 2.749 -1.959  0.09
H: -0.994 1.288 -2.840  0.09
H: -0.069 1.610 0.061  0.10
H: -1.633 1.063 -0.415  0.12
H: 1.010 -0.351 -0.663  0.13
H: -0.270 -0.910 -1.678  0.14
H: -1.050 -2.028 0.123  0.18
H: 1.162 -1.411 1.408  0.15
H: 0.077 -0.199 2.061  0.14
H: -0.133 -3.216 2.473  0.09
H: -1.596 -2.266 2.505  0.09
H: -0.337 -1.859 3.639  0.09

Gap between HOMO and LUMO (spin up / spin down) in Ha: 0.358 / 0.173
F_max in eV Å⁻¹: 2.09
HOMO level (spin up / spin down) in eV: -12.51 / -12.34
LUMO level (spin up / spin down) in eV: -2.7735 / -7.6263
Multiplicity: 2
Total charge: +1


Entry from the OMol25 dataset: 2 unconnected molecules or ions with the total composition C5H13NS2 (wB97M-V/def2-TZVPD).

Each line ends with the Löwdin charge.
Positions of all 21 atoms, in Å:
S: 1.371 -1.759 2.378  0.48
S: 0.086 2.383 -0.272  0.86
C: 1.439 1.387 0.310  -0.58
C: 1.836 0.258 -0.630  -0.23
C: 0.762 -0.818 -0.899  -0.19
N: -0.581 -0.310 -1.084  0.09
C: -1.513 -0.423 0.037  -0.24
C: -2.787 0.362 -0.214  -0.06
H: 1.893 -2.426 3.420  -0.25
H: 1.195 1.038 1.318  0.05
H: 2.303 2.041 0.435  0.09
H: 2.677 -0.279 -0.200  0.12
H: 2.153 0.693 -1.575  0.12
H: 1.062 -1.357 -1.801  0.15
H: 0.723 -1.542 -0.087  0.03
H: -0.580 0.662 -1.449  0.06
H: -0.991 -0.099 0.945  0.12
H: -1.722 -1.490 0.150  0.15
H: -2.566 1.429 -0.281  0.05
H: -3.284 0.025 -1.114  0.09
H: -3.477 0.225 0.613  0.09

Gap between HOMO and LUMO (spin up / spin down) in Ha: 0.236 / 0.247
F_max in eV Å⁻¹: 2.19
HOMO level (spin up / spin down) in eV: -13.70 / -13.26
LUMO level (spin up / spin down) in eV: -7.2827 / -6.5398
Multiplicity: 2
Total charge: +1